1.
# C2H8NO

2 unconnected molecules or ions with the total composition C2H8NO in a non-equilibrium geometry (wB97M-V/def2-TZVPD, OMol25).

Geometry as ORCA input:
```
! RIJCOSX wB97M-V def2-TZVPD def2/J DEFGRID3
* xyz 2 2
O 1.122 -1.851 0.817
H 1.281 -2.788 0.583
H 1.893 -1.540 1.329
H 0.364 1.338 -1.971
C -0.427 0.955 -1.324
C -0.059 0.956 0.085
N -0.808 0.190 0.903
H -1.304 1.647 -1.365
H -0.688 -0.051 -1.672
H 0.831 1.465 0.475
H -1.772 0.147 0.547
H -0.432 -0.468 1.593
*
```

The value obtained for the total energy is -5716.985 eV. For the frontier orbital gap (spin up / spin down), the calculation gives 11.807 / 4.675 eV. The calculation puts the HOMO energy (spin up / spin down) at -23.2900 / -21.5305 eV. For the LUMO energy (spin up / spin down), the calculation gives -0.422 / -0.619 Eh. Its energy above the lowest of the compared OMol25 structures with the same formula, charge and spin is 3.588 eV.



2.
# C20H23CoN10O5S2Se

A molecular structure, C20H23CoN10O5S2Se (wB97M-V/def2-TZVPD, OMol25).

Geometry as ORCA input:
```
! RIJCOSX wB97M-V def2-TZVPD def2/J DEFGRID3
* xyz 2 1
Co 0.286 0.364 0.289
N -0.494 -2.815 -1.383
N 0.610 -3.530 -0.896
C 1.579 -2.939 -0.191
N 2.602 -3.685 0.195
N 1.426 -1.612 0.058
N 2.466 -0.937 0.560
O 2.161 0.277 0.746
O 3.565 -1.351 0.805
H -1.229 -3.487 -1.569
H -0.247 -2.343 -2.250
H 0.796 -4.450 -1.271
H 2.639 -4.666 -0.030
H 3.402 -3.254 0.632
O -5.789 3.571 -0.352
N -5.034 4.094 0.440
O -5.298 5.021 1.168
C -3.653 3.565 0.505
C -2.693 4.439 0.869
C -1.319 4.032 0.933
C -0.238 4.882 1.223
C 1.036 4.368 1.209
C 1.237 3.012 0.931
N 0.221 2.209 0.667
C -1.027 2.708 0.642
C -2.048 1.790 0.270
N -1.611 0.541 -0.003
C -2.481 -0.364 -0.411
C -3.839 -0.067 -0.529
C -4.301 1.195 -0.235
C -3.383 2.183 0.171
H -2.969 5.458 1.105
H -0.411 5.929 1.439
H 1.894 4.991 1.411
H 2.228 2.579 0.923
H -2.075 -1.338 -0.648
H -4.522 -0.834 -0.865
H -5.347 1.433 -0.342
C 1.143 0.562 -4.759
O 0.279 1.569 -4.209
C 0.044 1.690 -2.914
S -0.878 2.953 -2.424
S 0.795 0.455 -1.916
H 0.741 -0.433 -4.570
H 2.147 0.652 -4.348
H 1.157 0.760 -5.825
C -1.888 -2.864 2.141
N -2.498 -1.640 2.643
C -3.825 -1.506 2.987
C -3.988 -0.246 3.447
N -2.761 0.374 3.371
C -2.481 1.724 3.860
C -1.854 -0.482 2.871
Se -0.017 -0.143 2.661
H -2.421 -3.714 2.559
H -0.849 -2.890 2.457
H -1.939 -2.895 1.053
H -4.526 -2.317 2.897
H -4.858 0.253 3.835
H -3.381 2.105 4.333
H -2.198 2.373 3.034
H -1.673 1.691 4.586
*
```

The value obtained for the total energy is -170876.883 eV. For the frontier orbital gap (spin up / spin down), the calculation gives 6.375 / 6.372 eV. The calculation puts the HOMO energy (spin up / spin down) at -13.0430 / -13.0428 eV. For the LUMO energy (spin up / spin down), the calculation gives -0.245 / -0.245 Eh. Its energy above the lowest of the compared OMol25 structures with the same formula, charge and spin is 0.053 eV.



3.
# C26H29HgN7O3S

A molecular structure, C26H29HgN7O3S in a non-equilibrium geometry (wB97M-V/def2-TZVPD, OMol25).

Geometry as ORCA input:
```
! RIJCOSX wB97M-V def2-TZVPD def2/J DEFGRID3
* xyz -1 2
Hg 0.608 0.387 -0.348
C 2.424 -5.135 1.379
C 2.644 -5.098 0.006
C 2.114 -4.085 -0.777
C 1.351 -3.064 -0.189
C 1.129 -3.114 1.197
C 1.655 -4.132 1.967
N 0.759 -2.028 -0.886
N 0.815 -2.122 -2.196
C 0.274 -1.051 -2.877
C 0.043 -1.234 -4.257
C -0.554 -0.249 -5.013
C -0.922 0.967 -4.437
C -0.640 1.201 -3.095
C -0.064 0.201 -2.329
H 2.839 -5.933 1.982
H 3.239 -5.875 -0.462
H 2.273 -4.051 -1.846
H 0.524 -2.331 1.645
H 1.468 -4.152 3.036
H 0.327 -2.187 -4.686
H -0.749 -0.424 -6.065
H -1.422 1.727 -5.025
H -0.903 2.149 -2.649
C 0.196 -0.195 5.229
C 1.349 -0.647 4.415
N 2.264 -1.492 4.771
N 3.101 -1.568 3.684
C 2.725 -0.795 2.653
S 3.460 -0.512 1.187
N 1.583 -0.213 3.133
N 0.831 0.620 2.339
H 0.187 -0.747 6.166
H -0.744 -0.343 4.697
H 0.272 0.873 5.440
H 3.905 -2.169 3.694
H 1.190 1.570 2.369
H -0.168 0.636 2.600
O -2.056 4.121 -0.381
N -1.464 3.147 -0.577
C -4.772 -1.061 0.901
C -3.550 -1.909 0.551
C -3.131 -2.790 1.736
C -2.408 -1.056 0.122
H -5.601 -1.681 1.252
H -5.111 -0.499 0.029
H -4.514 -0.346 1.686
H -3.829 -2.588 -0.270
H -2.846 -2.158 2.582
H -2.270 -3.404 1.466
H -3.945 -3.449 2.048
H -2.539 0.002 -0.057
H -1.409 -1.470 0.139
O -1.807 1.329 3.098
C -1.666 2.233 2.241
O -1.254 2.005 1.066
C -1.848 3.659 2.692
C -0.963 4.648 2.286
C -1.070 5.933 2.802
C -2.068 6.236 3.716
C -2.956 5.248 4.125
C -2.834 3.960 3.626
H -0.173 4.405 1.586
H -0.376 6.701 2.482
H -2.152 7.239 4.116
H -3.748 5.484 4.825
H -3.503 3.171 3.943
*
```

The value obtained for the total energy is -59011.465 eV. For the frontier orbital gap (spin up / spin down), the calculation gives 5.189 / 7.148 eV. The calculation puts the HOMO energy (spin up / spin down) at -2.7897 / -4.7465 eV. For the LUMO energy (spin up / spin down), the calculation gives 0.088 / 0.088 Eh. Its energy above the lowest of the compared OMol25 structures with the same formula, charge and spin is 2.478 eV.